No. 1
Below is a cluster of 2 separate species, C7H12OSi in total, with properties calculated with ωB97M-V with the def2-TZVPD basis set.

## Properties
* F_max: 0.0872 hartree/bohr
* E: -17371.1839 eV
* molecular weight: 140.26 g mol⁻¹
* energy relative to the best compared isomer or geometry (same formula, charge and spin): 2.592 eV
* LUMO level (spin up / spin down): 0.70 / -1.33 eV

ORCA input file:
```
! RIJCOSX wB97M-V def2-TZVPD def2/J DEFGRID3
* xyz 0 3
C 0.22089 -2.07765 -1.29583
C 1.26268 -1.46596 -1.77758
C -0.76205 0.34442 -2.56596
C 0.27056 -0.64847 -1.07394
C -1.32572 -0.60537 1.64349
C -0.52478 1.92672 0.22097
C 1.76943 0.23985 1.72687
O -0.57479 -0.25553 -3.61580
Si 0.15404 0.18456 0.64729
H -0.22301 -2.97888 -0.89361
H 2.28808 -1.48999 -2.13144
H -1.41508 1.21640 -2.55258
H -0.95856 -0.83831 2.66818
H -2.29246 0.03330 1.80719
H -1.74505 -1.48790 1.12597
H -0.68040 2.54796 1.18414
H -0.05647 2.57041 -0.53021
H -1.58892 1.92518 0.06716
H 1.66763 1.09945 2.27765
H 2.01410 -0.73663 2.11694
H 2.49988 0.49644 0.95108
*
```

***

No. 2
Below is an isolated molecule of C7H12S, with properties calculated with ωB97M-V with the def2-TZVPD basis set.

## Properties
* F_max: 0.0349 hartree/bohr
* structure (SMILES): CC#C[C@@H](CC)CS
* E: -18287.0478 eV
* molecular weight: 128.24 g mol⁻¹
* energy relative to the best compared isomer or geometry (same formula, charge and spin): 2.185 eV
* LUMO level: 0.96 eV

ORCA input file:
```
! RIJCOSX wB97M-V def2-TZVPD def2/J DEFGRID3
* xyz 0 1
C 0.58745 -2.29835 -1.27058
C 0.82362 -1.09441 -0.36820
C -0.20965 0.03580 -0.43565
C -1.67141 -0.39406 -0.05972
C 0.20973 1.16725 0.45021
C 0.47906 2.08236 1.18679
C 0.90818 3.19513 2.05514
H 1.50961 -2.85452 -1.39340
H 0.32039 -1.91564 -2.29864
H -0.16282 -2.99198 -0.92556
H 1.74051 -0.65661 -0.76994
H 1.03608 -1.36228 0.64340
H -0.22195 0.42674 -1.45643
H -2.19307 0.46760 0.33635
H -1.60698 -1.19681 0.72199
H -1.93985 -2.00430 -1.80591
H 0.16384 3.53650 2.78005
H 1.18403 3.97918 1.42334
H 1.77189 2.87387 2.59153
S -2.72867 -0.99547 -1.40477
*
```

***

No. 3
Below is an isolated molecule of C7H12S, with properties calculated with ωB97M-V with the def2-TZVPD basis set.

## Properties
* F_max: 0.1718 hartree/bohr
* structure (SMILES): CC#CC(C)(C)SC
* E: -18284.9940 eV
* molecular weight: 128.24 g mol⁻¹
* energy relative to the best compared isomer or geometry (same formula, charge and spin): 4.238 eV
* LUMO level: 0.89 eV

ORCA input file:
```
! RIJCOSX wB97M-V def2-TZVPD def2/J DEFGRID3
* xyz 0 1
C -1.75583 -0.40630 0.05659
C -0.67521 0.01244 0.16377
C -3.14022 -0.58369 0.23272
C 1.18874 0.90577 -1.44235
C 0.81736 1.92682 0.93000
C 1.34224 -2.11049 0.23821
C 0.96142 0.69290 0.04594
S 2.17178 -0.53720 0.68058
H -3.35851 -0.72040 1.23026
H -3.63887 0.23104 -0.08428
H -3.53945 -1.43186 -0.24394
H 0.53756 1.79663 -1.70681
H 0.83258 0.16125 -2.15402
H 2.29975 1.06277 -1.59086
H 0.48083 1.73335 2.00187
H 1.80368 2.35050 0.91070
H -0.02185 2.55078 0.42032
H 0.98569 -2.88420 1.04886
H 2.11759 -2.77603 -0.23276
H 0.59074 -1.97410 -0.50480
*
```

***

No. 4
Below is an isolated molecule of C7H12S, with properties calculated with ωB97M-V with the def2-TZVPD basis set.

## Properties
* F_max: 0.1184 hartree/bohr
* structure (SMILES): C1C[C@H]2C[C@@H](CS1)C2
* E: -18285.5861 eV
* molecular weight: 128.24 g mol⁻¹
* energy relative to the best compared isomer or geometry (same formula, charge and spin): 3.646 eV
* LUMO level: 0.82 eV

ORCA input file:
```
! RIJCOSX wB97M-V def2-TZVPD def2/J DEFGRID3
* xyz 0 1
C 0.06844 -1.01930 1.29905
C 0.37655 0.37191 1.63484
C 0.66417 1.45249 0.55261
C 1.61708 0.95027 -0.56636
C 0.34817 0.68408 -1.33404
C -0.23991 -0.78719 -1.32421
C -0.59280 1.55608 -0.40251
H 0.93068 -1.63791 1.12261
H -0.58531 -1.59101 2.15623
H 1.25026 0.46093 2.28188
H -0.60979 0.99342 2.06995
H 1.14896 2.42294 0.91753
H 2.13287 0.06290 -0.32502
H 2.33558 1.53368 -1.31867
H 0.37874 0.99941 -2.49464
H -1.04786 -1.00623 -2.19242
H 0.55080 -1.58864 -1.63984
H -0.56109 2.58090 -0.76600
H -1.46325 1.19102 -0.00609
S -1.11943 -1.47947 0.06488
*
```

***

No. 5
Below is an isolated molecule of C7H12Se, with properties calculated with ωB97M-V with the def2-TZVPD basis set.

## Properties
* F_max: 0.0826 hartree/bohr
* structure (SMILES): CC(C)[C@@H]1C=CC[Se]1
* E: -72798.0305 eV
* molecular weight: 175.13 g mol⁻¹
* energy relative to the best compared isomer or geometry (same formula, charge and spin): 0.297 eV
* LUMO level: 0.80 eV

ORCA input file:
```
! RIJCOSX wB97M-V def2-TZVPD def2/J DEFGRID3
* xyz 0 1
C -0.19417 -0.71926 -2.01197
C 0.09133 -1.24832 -0.83489
C -1.43885 0.03546 -2.25750
C -0.89528 -0.85415 0.21699
C 0.94611 -0.20796 1.86659
C 0.29878 1.43387 0.23620
C -0.22705 0.36758 1.10914
Se -2.54821 -0.30264 -0.64979
H 0.35974 -0.97834 -2.98882
H 1.02359 -1.76687 -0.60223
H -1.20232 1.16068 -2.33765
H -2.02202 -0.30820 -3.01038
H -1.16630 -1.67005 0.84769
H 1.65690 -0.56920 1.02040
H 0.52601 -1.01454 2.56914
H 1.50608 0.36653 2.61174
H -0.46420 2.00177 -0.33898
H 1.14314 1.01109 -0.41356
H 0.62767 2.17334 1.00639
H -1.09990 0.60518 1.82655
*
```

***

No. 6
Below is an isolated molecule of C7H13B, with properties calculated with ωB97M-V with the def2-TZVPD basis set.

## Properties
* F_max: 0.0863 hartree/bohr
* structure (SMILES): C=CB(C=C)CCC
* E: -8142.5052 eV
* molecular weight: 107.99 g mol⁻¹
* energy relative to the best compared isomer or geometry (same formula, charge and spin): 2.072 eV
* LUMO level: -0.24 eV

ORCA input file:
```
! RIJCOSX wB97M-V def2-TZVPD def2/J DEFGRID3
* xyz 0 1
B 0.75469 0.17909 -0.05573
C 2.03975 -2.17999 -0.19322
C 3.07286 1.46256 0.07423
C 0.90314 -1.38429 -0.01940
C 1.78120 1.34780 -0.16850
C -3.17630 0.03334 0.29071
C -0.87801 0.78149 0.28170
C -1.89873 -0.02497 -0.48627
H 1.87759 -3.30197 -0.12379
H 3.08557 -1.91198 -0.36235
H 3.59971 2.41775 0.15327
H 3.81987 0.64181 0.41570
H -0.15849 -1.86673 0.08749
H 1.36692 2.38417 -0.60900
H -3.42209 1.10717 0.44591
H -3.04279 -0.65486 1.32632
H -3.94701 -0.61614 -0.14190
H -0.85486 1.95295 0.12603
H -1.13770 0.48351 1.26183
H -1.77828 -1.15786 -0.73877
H -2.00706 0.30715 -1.56426
*
```

***

No. 7
Below is an isolated molecule of C7H13BIN3O2, with properties calculated with ωB97M-V with the def2-TZVPD basis set.

## Properties
* F_max: 0.0899 hartree/bohr
* E: -24807.7793 eV
* molecular weight: 308.92 g mol⁻¹
* energy relative to the best compared isomer or geometry (same formula, charge and spin): 0.505 eV
* LUMO level (spin up / spin down): -0.16 / -2.82 eV

ORCA input file:
```
! RIJCOSX wB97M-V def2-TZVPD def2/J DEFGRID3
* xyz 0 3
B 0.81183 -2.82719 0.10147
C 3.33012 -0.48810 -0.79431
C 4.29039 0.10423 0.07997
C -1.70478 1.70230 1.16404
C -0.12623 1.40568 -0.83526
C -0.43282 -0.55491 0.74111
C 0.60746 -1.24998 -0.20130
C -0.34619 0.93047 0.57295
N 3.60540 0.34744 1.25422
N 2.39518 -0.03310 1.21742
N 2.19970 -0.55688 -0.04010
O -0.09369 -3.57052 0.73613
O 1.91558 -3.34210 -0.61652
I 6.29915 0.60362 -0.11516
H 3.30156 -0.84381 -1.76664
H -2.66512 1.58070 0.56666
H -1.47948 2.80793 1.17017
H -1.96889 1.35384 2.13892
H 0.79449 1.02361 -1.23452
H -0.92574 1.11783 -1.53482
H -0.05104 2.44811 -0.93055
H -1.19720 -1.07081 0.22401
H -0.45178 -0.93433 1.79767
H 0.43093 -0.90624 -1.19913
H 0.59130 1.32448 1.12804
H -0.24459 -4.47920 0.76935
H 1.96283 -4.36062 -0.60132
*
```

***

No. 8
Below is a structure of composition C7H13BN4Zr, with properties calculated with ωB97M-V with the def2-TZVPD basis set.

## Properties
* F_max: 0.0746 hartree/bohr
* E: -15367.6683 eV
* molecular weight: 255.25 g mol⁻¹
* energy relative to the best compared isomer or geometry (same formula, charge and spin): 0.452 eV
* LUMO level: -9.78 eV

ORCA input file:
```
! RIJCOSX wB97M-V def2-TZVPD def2/J DEFGRID3
* xyz 2 1
Zr -0.20886 -0.60969 -1.52859
C -0.27132 -0.24984 -3.86192
H 0.81947 -0.14439 -3.86332
H -0.65382 -1.27521 -3.96459
H -0.68252 0.35173 -4.66760
H -0.85279 0.46091 -2.86228
H -1.07903 0.90083 -1.72750
B -0.31910 1.48966 1.45407
N 1.08674 1.03005 0.89585
C 2.27510 1.03545 1.49492
C 3.19687 0.39084 0.68150
C 2.51259 -0.02371 -0.46180
N 1.20371 0.39994 -0.32454
N -1.19966 0.17255 1.45744
C -1.79910 -0.41834 2.48917
C -2.31448 -1.63339 2.07784
C -2.01552 -1.76583 0.72380
N -1.32886 -0.63752 0.34353
H -0.80403 2.38686 0.83671
H -0.14992 1.80400 2.62174
H 2.40026 1.49218 2.47626
H 4.23764 0.23129 0.88532
H 2.83131 -0.55327 -1.34152
H -1.81340 0.06367 3.46932
H -2.84204 -2.35160 2.68457
H -2.22926 -2.54717 0.01164
*
```

***

No. 9
Below is an isolated molecule of C7H13BO2S, with properties calculated with ωB97M-V with the def2-TZVPD basis set.

## Properties
* F_max: 0.0849 hartree/bohr
* E: -23074.1170 eV
* molecular weight: 172.06 g mol⁻¹
* energy relative to the best compared isomer or geometry (same formula, charge and spin): 3.358 eV
* LUMO level: 0.22 eV

ORCA input file:
```
! RIJCOSX wB97M-V def2-TZVPD def2/J DEFGRID3
* xyz 0 1
B -2.86636 -1.04372 -0.20845
C -2.96641 0.25093 0.71031
C -2.02257 1.21090 0.70975
C -0.08958 0.31196 -1.26869
C 0.55018 0.02159 0.02609
C 2.36367 1.22652 1.33448
C 2.87343 -0.87977 -0.17209
C 2.01302 0.43528 -0.01792
O -2.74407 -2.27240 0.36523
O -2.96135 -0.74631 -1.49047
S -0.62191 1.66926 -0.15005
H -3.86094 0.36303 1.33454
H -2.29576 2.05829 1.45567
H 0.42157 0.62620 -2.22992
H -0.88690 -0.44262 -1.46597
H 1.92430 2.23904 1.25541
H 3.43504 1.18991 1.29555
H 1.95862 0.58369 2.19679
H 3.18785 -1.45461 0.72092
H 3.83673 -0.42168 -0.49468
H 2.29576 -1.38599 -0.94523
H 2.24378 1.07695 -0.88824
H -2.80081 -3.14597 -0.02924
H -2.98729 -1.47046 -2.04381
*
```

***

No. 10
Below is the ion C7H13Cl2N3 with charge +2, with properties calculated with ωB97M-V with the def2-TZVPD basis set.

## Properties
* F_max: 0.0729 hartree/bohr
* structure (SMILES): [H]/N=C(Cl)/[NH+]=C\[NH+]=C(/Cl)C(C)(C)C
* E: -36964.7653 eV
* molecular weight: 210.11 g mol⁻¹
* energy relative to the best compared isomer or geometry (same formula, charge and spin): 0.528 eV
* LUMO level: -10.62 eV

ORCA input file:
```
! RIJCOSX wB97M-V def2-TZVPD def2/J DEFGRID3
* xyz 2 1
C 1.56590 1.81695 0.68947
C 2.50170 0.15492 2.29714
C -0.26890 0.23245 0.41446
C -0.74783 0.24114 -2.13939
C -2.64789 -0.12219 -0.45409
C -0.94692 -1.89001 -0.75914
C -1.11154 -0.32976 -0.73270
N 2.13377 -0.74265 1.54294
N 0.59156 1.16439 0.09300
N 2.22943 1.50650 1.79491
Cl 3.44796 0.32409 3.66052
Cl -0.64858 -0.29043 2.00512
H 1.86541 2.54778 -0.01481
H 0.33111 0.59198 -2.22125
H -1.35500 1.08203 -2.34481
H -0.75089 -0.67786 -2.75154
H -3.08614 -0.85568 0.21684
H -2.88116 0.94329 -0.10718
H -3.18642 -0.26947 -1.45000
H -1.88657 -2.38485 -1.20009
H -0.83154 -2.43936 0.13028
H -0.16804 -2.22283 -1.53724
H 2.43756 -1.68867 1.74896
H 0.48281 1.18505 -0.96948
H 2.93020 2.12319 2.08807
*
```